A single C21H28N4O3S molecule at a distorted geometry. Source: the Open Molecules 2025 dataset; level of theory: the ωB97M-V functional and the def2-TZVPD basis.

Atoms and positions in Å:
C -0.010 -0.520 2.509
N -0.647 0.747 2.749
C -1.835 0.748 3.569
S -0.329 1.976 1.726
O 1.085 2.036 1.547
O -1.026 3.133 2.193
N -0.964 1.556 0.188
C -2.380 1.228 0.215
C -2.580 -0.290 0.247
O -3.110 -0.832 1.205
N -2.194 -0.985 -0.838
C -1.438 -0.492 -1.963
C 0.019 -0.921 -1.800
N 0.100 -2.370 -1.744
C 1.480 -2.852 -1.725
C 2.268 -2.378 -0.529
C 2.909 -1.143 -0.549
C 3.534 -0.650 0.583
C 3.537 -1.394 1.751
C 2.925 -2.635 1.776
C 2.291 -3.121 0.645
C -0.697 -2.893 -0.648
C -2.150 -2.433 -0.785
C -0.528 2.537 -0.743
C -1.333 3.594 -1.155
C -0.855 4.516 -2.070
C 0.430 4.405 -2.570
C 1.243 3.370 -2.139
C 0.771 2.439 -1.233
H 0.805 -0.350 1.811
H -0.719 -1.247 2.102
H 0.399 -0.911 3.443
H -1.575 0.403 4.572
H -2.185 1.775 3.626
H -2.612 0.101 3.151
H -2.854 1.651 1.107
H -2.885 1.629 -0.667
H -1.496 0.590 -2.045
H -1.854 -0.945 -2.870
H 0.598 -0.575 -2.659
H 0.409 -0.445 -0.887
H 1.440 -3.944 -1.746
H 1.951 -2.506 -2.650
H 2.926 -0.567 -1.463
H 4.011 0.318 0.557
H 4.019 -1.008 2.636
H 2.936 -3.227 2.680
H 1.816 -4.092 0.672
H -0.659 -3.985 -0.687
H -0.314 -2.563 0.332
H -2.739 -2.767 0.070
H -2.581 -2.830 -1.708
H -2.324 3.716 -0.745
H -1.489 5.333 -2.380
H 0.800 5.129 -3.281
H 2.254 3.287 -2.510
H 1.408 1.650 -0.873

Atoms 1-6, force components in eV/Å:
0.3 -0.3 -0.2
-0.1 0.7 -0.8
-0.5 0.2 0.2
0.1 -0.4 0.6
0.1 -0.1 -0.2
-0.3 0.0 0.1

For the energy above the lowest of the compared OMol25 structures with the same formula, charge and spin, the calculation gives 76.6 kcal/mol. The frontier orbital gap is 9.46 eV. The value obtained for the total energy is -45169.4782 eV.

These are the Mulliken partial charges, in e, on atoms 1 to 4: number 1, C, carries -0.51; number 2, N, carries 0.16; number 3, C, carries -0.88; number 4, S, carries 1.15